{
  "formula": "C8H18I2LuNOP2S",
  "method": "the ωB97M-V functional and the def2-TZVPD basis",
  "symbols": ["I", "I", "Lu", "P", "C", "C", "H", "H", "H", "H", "H", "H", "C", "H", "H", "H", "P", "C", "C", "H", "H", "H", "C", "H", "H", "H", "H", "H", "H", "C", "O", "S", "C", "N"],
  "xyz": [[0.2768, -0.6044, -5.2201], [-0.2993, 1.8791, -4.5603], [0.0025, -0.1327, -0.2441], [-2.4177, -0.1854, -0.0471], [-3.2917, 1.3158, 0.3477], [-2.9785, -0.7148, -1.6612], [-4.0608, -0.8709, -1.6105], [-4.0570, -1.5469, 0.9990], [-2.4765, -1.6520, -1.9444], [-2.4729, -2.3897, 0.9105], [-3.0368, 2.1118, -0.3655], [-2.7442, 0.0443, -2.4177], [-2.9743, -1.4333, 1.1171], [-4.3658, 1.1064, 0.2930], [-2.7416, -1.1355, 2.1461], [-3.0359, 1.6665, 1.3551], [2.4229, -0.1006, -0.0397], [3.2428, 1.4292, 0.3606], [3.0191, -1.3308, 1.1239], [2.5399, -1.5612, -1.9390], [4.0940, -0.7241, -1.5995], [2.7475, 0.1434, -2.4092], [3.0071, -0.6072, -1.6523], [2.5500, -2.3030, 0.9155], [4.1051, -1.4079, 1.0074], [4.3237, 1.2569, 0.3115], [2.9699, 1.7706, 1.3666], [2.7749, -1.0420, 2.1528], [2.9646, 2.2166, -0.3536], [-0.0339, 1.8676, 0.4414], [-0.0541, 2.9698, 0.7637], [0.0005, -0.0344, 2.2630], [0.0000, -0.0018, 3.8332], [0.0000, 0.0003, 5.0203]],
  "forces_ev_per_a": [[0.068, -0.353, 0.054], [-0.065, 0.243, 0.350], [0.065, -3.761, -0.859], [-3.064, 0.494, 0.717], [-0.544, 0.633, 0.048], [-0.182, -0.218, -0.562], [0.099, -0.108, -0.287], [0.112, -0.136, 0.076], [-0.303, 0.107, -0.032], [-0.260, 0.141, 0.107], [-0.161, -0.201, 0.125], [-0.147, -0.108, 0.065], [-0.091, -0.432, 0.248], [0.077, 0.249, 0.074], [-0.081, -0.031, -0.261], [-0.086, -0.157, -0.161], [3.036, 0.602, 0.736], [0.522, 0.653, 0.046], [0.102, -0.428, 0.248], [0.297, 0.124, -0.029], [-0.088, -0.108, -0.284], [0.156, -0.117, 0.069], [0.196, -0.206, -0.578], [0.255, 0.148, 0.108], [-0.106, -0.140, 0.075], [-0.087, 0.247, 0.074], [0.091, -0.155, -0.159], [0.083, -0.028, -0.260], [0.168, -0.195, 0.127], [-0.119, 6.610, 1.592], [0.054, -2.999, -0.808], [0.005, -0.509, -4.310], [-0.003, 0.114, 7.091], [0.000, 0.024, -3.439]],
  "nbo_charge": [0.046, 0.030, 1.652, 0.681, -0.938, -0.955, 0.287, 0.276, 0.256, 0.260, 0.263, 0.270, -0.923, 0.275, 0.281, 0.276, 0.681, -0.938, -0.923, 0.256, 0.286, 0.269, -0.955, 0.259, 0.276, 0.275, 0.276, 0.281, 0.264, 0.321, -0.326, -0.147, -0.054, -0.137],
  "gap_ev": 6.29,
  "e_above_lowest_kcal_mol": 53.38,
  "total_energy_ev": -91342.3272,
  "e_lumo_ha": -0.3232,
  "homo_ev": -15.08,
  "charge": 2
}